{
  "formula": "C17H39CoNO5",
  "method": "ωB97M-V/def2-TZVPD",
  "lumo_ev": [4.680, 4.680],
  "total_charge": -2,
  "gap_ev": [5.646, 5.573],
  "largest_force_ev_per_a": 2.5,
  "multiplicity": 4,
  "e_homo_ev": [-0.97, -0.89],
  "elements": ["H", "H", "H", "H", "H", "O", "C", "C", "Co", "H", "H", "C", "C", "H", "H", "H", "H", "H", "H", "O", "H", "H", "H", "C", "H", "C", "H", "C", "H", "C", "C", "C", "O", "H", "C", "C", "H", "H", "H", "H", "H", "H", "H", "H", "H", "N", "C", "H", "H", "H", "H", "H", "C", "O", "H", "H", "C", "O", "C", "H", "H", "C", "H"],
  "coordinates": [[1.175331, 1.650589, 0.032874], [-0.033400, 0.451063, -4.734873], [-2.361726, -2.242218, -0.779626], [-1.326726, -4.395005, -1.061886], [4.054237, -0.003276, 1.645537], [-1.050854, -1.747918, 3.973864], [-0.611332, 0.873891, -3.906474], [-1.206868, -3.946199, -0.060952], [-1.055738, -0.891232, 2.052666], [1.611660, 3.396823, -3.218817], [-1.550909, 2.263541, 2.891855], [1.282285, 2.363194, -3.352724], [3.138223, 1.381740, -1.960484], [-1.541195, 1.423040, -1.472335], [-3.360900, -3.453402, -0.074680], [-1.567169, -1.696637, -3.440261], [3.135014, 0.829158, 0.422589], [0.905915, -2.435407, 3.789568], [-0.257958, -3.361631, 4.784897], [0.763465, -0.559706, 1.241947], [-3.941052, 2.672168, 1.149601], [-0.371037, 2.985588, -4.540120], [-0.296062, -3.361193, -0.213654], [-2.226752, 1.776372, 2.153616], [-4.163316, 2.413159, 2.936904], [3.203941, -0.118350, 0.960344], [-0.837873, 2.755056, -2.902960], [-0.582741, -1.471404, -3.024854], [3.435949, 0.615329, -1.247940], [-3.473276, 2.696896, 2.138730], [0.072969, -2.348708, 4.509542], [-0.213622, 2.318613, -3.686678], [-2.526902, 0.481273, 2.477131], [0.013376, 2.394348, -0.870754], [1.097031, 2.251173, -0.878633], [1.986150, -0.388737, 1.851223], [-3.249883, 3.752518, 2.353222], [1.608090, 3.205865, -0.734769], [0.934367, -0.557407, -0.502629], [3.661271, 1.122649, -2.888334], [3.552433, 2.319347, -1.580298], [-2.352338, -0.158659, -1.675050], [0.134034, -1.781356, -3.793095], [-1.724451, 1.895879, 1.173486], [-0.961769, 0.049277, -0.614042], [1.019076, 0.202892, -2.287267], [0.712190, -1.594648, 5.693818], [1.090719, -0.611667, 5.389479], [-1.681046, 0.813202, -4.132624], [1.600108, -2.112953, 6.081625], [3.452004, -0.927566, 0.273194], [1.778616, 1.954267, -4.241673], [1.646358, 1.525550, -2.139721], [1.494728, -0.711019, -1.302059], [-0.459226, -2.075960, -2.130985], [-1.220872, -4.654224, 0.759173], [-2.381858, -2.952134, 0.070723], [-2.427963, -2.259223, 1.257533], [-0.376229, 0.007302, -2.669477], [1.985694, 0.326750, 2.694016], [0.017966, -1.382397, 6.513114], [-1.395505, 0.345165, -1.567199], [2.225351, -1.313442, 2.415652]],
  "forces_ev_per_a": [[0.56, -0.09, -0.12], [-0.08, 0.00, -0.07], [0.32, -0.16, -0.37], [-0.07, -0.66, 0.28], [0.07, -0.07, 0.02], [1.08, 0.78, -0.49], [-0.45, 0.03, -0.20], [-0.83, 1.01, -1.52], [-1.76, -1.02, 1.41], [0.12, -0.03, 0.09], [0.30, -0.11, 0.04], [-0.30, -0.03, -0.51], [0.99, -0.14, -0.44], [-0.30, -0.12, -0.11], [0.10, -0.54, -0.02], [-0.20, 0.39, 0.17], [-0.14, -0.29, 0.26], [0.04, -0.33, -0.20], [0.61, -0.38, 0.50], [-0.43, 0.54, -0.69], [-0.38, -0.17, 0.20], [-0.15, -0.36, -0.30], [0.26, -0.15, 0.87], [-0.29, 0.25, 0.69], [-0.10, -0.37, -0.23], [0.19, 0.48, 0.74], [0.20, -0.04, 0.17], [0.41, -0.07, -0.33], [-0.44, 0.12, -0.35], [0.03, 0.25, -0.13], [-0.84, 0.62, -0.49], [0.37, 0.41, 0.29], [0.85, 0.29, -0.72], [0.21, 0.40, -0.54], [-0.34, -0.22, 0.51], [0.02, -1.25, 0.98], [0.35, -0.01, -0.19], [-0.08, 0.06, 0.08], [0.46, -0.26, 0.85], [-0.21, 0.14, -0.17], [0.01, 0.11, -0.16], [-0.02, -0.02, -0.11], [0.20, 0.01, 0.22], [0.08, 0.05, -0.13], [-0.23, -0.23, 0.24], [1.38, -0.78, -0.82], [0.11, 0.26, 0.20], [-0.20, -0.04, -0.34], [0.05, -0.09, -0.20], [-0.13, -0.25, 0.12], [-0.29, 0.02, -0.08], [0.26, 0.05, 0.10], [-1.53, -0.01, 1.39], [-0.99, 0.63, -0.86], [0.09, -0.12, -0.06], [0.37, -0.09, 0.03], [-0.33, 0.91, 0.89], [1.04, 0.12, -0.32], [-0.45, -0.07, 0.09], [-0.19, 0.56, -0.35], [-0.11, -0.28, -0.02], [0.54, 0.46, 0.38], [0.19, -0.11, -0.14]]
}

---

{
  "formula": "C2H3P3",
  "method": "ωB97M-V/def2-TZVPD",
  "lumo_ev": [-1.168, -1.167],
  "gap_ev": [7.492, 7.493],
  "largest_force_ev_per_a": 3.8,
  "multiplicity": 1,
  "e_homo_ev": [-8.66, -8.66],
  "elements": ["H", "C", "P", "P", "H", "H", "C", "P"],
  "coordinates": [[0.298177, 2.014809, 1.604736], [-0.137612, -1.440232, 0.109296], [0.151638, -0.541992, 1.582015], [0.004764, -0.961518, -1.528339], [-0.717810, 1.291977, -1.372070], [-0.596558, -2.444305, 0.082820], [0.447724, 0.991262, 1.129361], [0.549676, 1.090000, -1.607818]],
  "forces_ev_per_a": [[0.67, -1.69, -0.63], [-0.25, -0.50, -2.81], [-0.26, 0.29, 1.19], [-0.09, -0.75, 0.84], [-3.16, 0.75, 0.46], [0.49, 0.34, 0.77], [-0.38, 1.86, -2.09], [2.99, -0.29, 2.27]]
}

---

{
  "formula": "C6H9N",
  "method": "ωB97M-V/def2-TZVPD",
  "lumo_ev": 1.064,
  "gap_ev": 10.456,
  "smiles": "CC#CC[C@H]1CN1",
  "largest_force_ev_per_a": 2.5,
  "multiplicity": 1,
  "e_homo_ev": -9.39,
  "elements": ["H", "H", "C", "H", "C", "C", "C", "H", "C", "N", "H", "H", "H", "C", "H", "H"],
  "coordinates": [[1.048564, -0.526508, -3.114856], [1.185332, 1.207655, -2.481247], [1.289868, 0.153574, -2.291378], [1.537717, 0.877853, 0.750596], [-1.426537, -0.025517, 1.587719], [0.690899, 0.635833, 0.100928], [1.092539, -0.408039, -0.954867], [0.439467, 1.565784, -0.427887], [-2.583917, -0.313706, 2.436494], [2.455582, -0.214660, -1.414368], [0.600076, -1.375422, -0.862601], [-2.885797, 0.586399, 2.982406], [-3.440427, -0.648636, 1.842750], [-0.471724, 0.250487, 0.905483], [2.823729, -0.673546, -2.231441], [-2.355370, -1.091551, 3.172270]],
  "forces_ev_per_a": [[0.36, 0.35, 0.05], [-0.43, 0.19, -0.05], [-1.01, 0.55, -0.07], [-0.05, -0.20, -0.05], [0.39, 0.12, -0.29], [0.05, 0.01, 0.05], [-0.49, 0.08, -0.16], [0.12, -0.16, 0.18], [-0.07, -0.01, 0.06], [0.09, 1.31, -0.99], [0.36, -0.01, 0.03], [0.04, -0.13, -0.08], [0.14, 0.04, 0.06], [-0.36, -0.16, 0.35], [0.87, -2.08, 1.05], [-0.01, 0.11, -0.13]]
}

---

{
  "formula": "C4H10OS",
  "method": "ωB97M-V/def2-TZVPD",
  "lumo_ev": 0.719,
  "gap_ev": 8.531,
  "smiles": "C=S(=C)(C)OC",
  "largest_force_ev_per_a": 7.3,
  "multiplicity": 1,
  "e_homo_ev": -7.81,
  "elements": ["C", "S", "C", "H", "H", "H", "H", "H", "H", "H", "O", "C", "H", "C", "H", "H"],
  "coordinates": [[-1.197563, 0.032254, -1.421108], [-0.453883, -0.070442, 0.032644], [-1.259756, 1.203057, 1.005432], [3.035331, 0.620208, -0.246396], [-0.159477, -2.009744, 1.348014], [-0.870438, 1.120442, 2.031877], [-1.220642, 1.115852, -1.751683], [2.354821, -1.061877, 0.280285], [-0.863782, 2.161347, 0.653855], [-0.826299, -0.576389, -2.186647], [1.163923, 0.653973, 0.334771], [2.261668, -0.021293, -0.184801], [1.830904, -0.248485, -1.277192], [-0.831156, -1.737211, 0.657526], [-2.290212, 1.173642, 0.860333], [-0.673438, -2.355336, -0.136903]],
  "forces_ev_per_a": [[0.51, 3.09, 0.19], [-0.78, -2.08, 0.49], [2.99, 0.48, 0.52], [2.87, 1.72, 0.09], [2.58, -0.62, 3.18], [-0.61, -0.24, -0.30], [-0.23, -1.21, 0.42], [0.63, 1.56, -0.30], [-0.04, -0.22, -0.22], [0.36, -1.27, -0.85], [-1.91, 0.64, 1.61], [-5.05, -4.52, -2.84], [1.84, 0.10, 1.46], [-1.52, 4.65, -0.68], [-1.60, -0.51, 0.02], [-0.03, -1.57, -2.78]]
}

---

{
  "formula": "C6H12O2",
  "method": "ωB97M-V/def2-TZVPD",
  "lumo_ev": 0.956,
  "gap_ev": 10.113,
  "smiles": "C1COCCCOC1",
  "largest_force_ev_per_a": 8.2,
  "multiplicity": 1,
  "e_homo_ev": -9.16,
  "elements": ["H", "H", "C", "C", "H", "C", "C", "C", "H", "H", "O", "C", "H", "H", "H", "H", "O", "H", "H", "H"],
  "coordinates": [[1.812076, -2.221067, 0.004296], [-2.162072, 1.879759, 0.416211], [-1.183131, 1.603344, -0.110456], [0.234958, 1.091033, 0.388664], [1.451064, -1.092505, -1.502254], [-0.204187, -1.629856, -0.428767], [1.309676, -1.233112, -0.387809], [-1.539572, -0.747460, 0.197585], [-2.113048, -1.389938, -0.226248], [0.061060, 0.554684, 1.196877], [1.887769, -0.196751, 0.490745], [1.682716, 1.216610, 0.552648], [-0.416996, -1.884701, -1.432329], [1.628854, 1.618871, 1.505103], [0.049926, 0.279265, -0.479482], [-1.170478, 2.489227, -0.710151], [-1.639382, 0.485186, -0.750089], [-0.268465, -2.368375, 0.297521], [-1.615000, -0.333941, 1.173406], [2.194231, 1.879727, -0.195473]],
  "forces_ev_per_a": [[-0.40, 2.25, -0.99], [1.84, 0.06, 1.51], [-0.66, 2.03, 1.66], [-4.16, 0.56, -6.09], [1.10, 0.30, 1.32], [-0.59, 2.85, 3.75], [0.52, -0.29, -0.33], [5.86, 4.54, -3.60], [-5.20, -3.59, -1.54], [-1.35, -2.38, 3.71], [2.65, -1.79, 0.63], [-1.30, 0.33, -3.66], [-0.73, -0.46, -0.74], [2.05, 0.28, 2.32], [1.90, 2.73, 1.90], [0.60, 0.12, -1.43], [-1.78, -3.38, -0.62], [-0.31, -2.39, 0.63], [-0.04, -0.75, 0.93], [0.04, -1.01, 0.65]]
}

---

{
  "formula": "C6H12N2",
  "method": "ωB97M-V/def2-TZVPD",
  "lumo_ev": 0.892,
  "gap_ev": 9.435,
  "smiles": "Cc1c[nH]cn1.CC",
  "largest_force_ev_per_a": 2.5,
  "multiplicity": 1,
  "e_homo_ev": -8.54,
  "elements": ["C", "N", "N", "C", "H", "C", "H", "H", "C", "H", "H", "C", "H", "H", "H", "H", "H", "H", "C", "H"],
  "coordinates": [[-1.619327, -0.324639, -1.529624], [-1.222682, -1.069562, -2.618244], [-0.278699, -1.927392, -0.797054], [-0.432874, -2.061262, -2.081761], [1.253233, 2.292209, 2.470179], [-1.038714, -0.850770, -0.404963], [-0.245908, -1.160514, 1.474618], [-1.394380, -0.721590, -3.549392], [2.042024, 0.818293, 1.048409], [1.673380, 0.376620, 0.122858], [-2.079267, -0.884934, 1.378337], [1.110799, 2.021359, 1.428136], [0.090349, 1.813032, 1.164064], [0.124743, -2.824572, -2.608356], [1.330497, 2.831499, 0.734000], [1.956270, 0.125708, 1.895612], [3.079422, 1.094796, 1.025398], [-2.276952, 0.532196, -1.451533], [-1.072362, -0.574303, 1.090310], [-0.999546, 0.493825, 1.208997]],
  "forces_ev_per_a": [[-0.17, 0.87, 1.84], [-0.28, 0.28, 0.97], [-0.23, -0.45, -0.06], [0.81, 0.17, -0.46], [-0.24, 0.28, -0.07], [0.60, -0.72, -0.43], [-0.21, 0.18, 0.58], [0.24, -0.73, -0.06], [-1.59, 0.45, 1.30], [0.41, -0.21, 0.07], [0.34, -0.18, 0.75], [1.31, -0.33, -1.30], [-0.35, -0.21, 0.51], [-0.39, 0.25, -0.49], [0.32, 0.49, 0.40], [0.00, -0.37, -0.52], [0.43, 0.27, -0.40], [0.00, -0.12, -1.00], [-1.12, 0.08, -2.26], [0.10, 0.00, 0.64]]
}

---

{
  "formula": "C4H9NO",
  "method": "ωB97M-V/def2-TZVPD",
  "lumo_ev": 0.915,
  "gap_ev": 10.105,
  "smiles": "CNCC(C)=O",
  "largest_force_ev_per_a": 0.5,
  "multiplicity": 1,
  "e_homo_ev": -9.19,
  "elements": ["H", "C", "N", "H", "H", "H", "O", "C", "H", "C", "H", "H", "H", "H", "C"],
  "coordinates": [[-1.280028, -2.250205, -0.376414], [1.322641, 1.228169, -0.375686], [1.131065, 0.002312, 0.376997], [0.528400, 1.313093, -1.117319], [2.280483, 1.180390, -0.890547], [1.300643, 2.130996, 0.251569], [-2.306010, 0.461063, 0.212709], [-0.133359, -0.010886, 1.092541], [-1.807890, -1.195281, -1.693955], [-1.103337, -1.297442, -0.873293], [1.896601, -0.110214, 1.035051], [-0.077761, -1.289102, -1.230000], [-0.137035, -0.867291, 1.773835], [-0.311855, 0.904100, 1.682290], [-1.302557, -0.199702, 0.132220]],
  "forces_ev_per_a": [[0.03, -0.14, 0.06], [0.05, 0.04, 0.05], [0.28, -0.09, 0.38], [0.02, 0.09, -0.11], [-0.02, 0.07, -0.08], [-0.05, 0.00, -0.06], [-0.13, 0.10, 0.03], [0.03, 0.28, 0.19], [-0.06, 0.00, 0.00], [-0.22, 0.10, -0.27], [-0.17, -0.06, -0.13], [0.03, -0.09, -0.04], [-0.03, 0.02, 0.01], [-0.07, -0.15, -0.09], [0.30, -0.18, 0.05]]
}